No. 1
This record from the OMol25 dataset describes a molecular structure, C13H14N2O7P2ReS2. The level of theory is the ωB97M-V functional and the def2-TZVPD basis.

Element x y z (Å)
Re (-0.167, -0.614, 0.330)
C (-2.445, 3.507, -1.726)
C (-1.594, 2.286, -1.895)
C (-0.197, 2.402, -1.910)
C (0.615, 1.297, -2.024)
C (2.104, 1.440, -2.128)
C (0.011, 0.015, -2.091)
C (-1.392, -0.113, -2.166)
C (-2.043, -1.431, -2.474)
C (-2.172, 1.035, -2.041)
H (-2.549, 4.028, -2.680)
H (-1.991, 4.197, -1.016)
H (-3.436, 3.245, -1.359)
H (0.251, 3.385, -1.815)
H (2.363, 1.836, -3.112)
H (2.612, 0.483, -2.013)
H (2.492, 2.131, -1.380)
H (0.635, -0.837, -2.340)
H (-2.422, -1.408, -3.498)
H (-2.892, -1.614, -1.816)
H (-1.346, -2.264, -2.398)
H (-3.252, 0.943, -2.039)
S (2.014, -0.414, 0.628)
C (2.732, -1.978, 0.471)
C (4.130, -2.100, 0.712)
N (5.258, -2.194, 0.916)
C (1.951, -3.038, 0.110)
S (0.266, -2.810, -0.166)
C (2.494, -4.346, -0.050)
N (2.924, -5.405, -0.175)
O (-2.434, -0.336, 0.541)
P (-2.235, 1.170, 1.267)
O (-3.313, 2.106, 1.018)
O (-0.798, 1.342, 0.755)
O (-2.114, 0.749, 2.804)
P (-0.867, -0.108, 3.410)
O (0.339, 0.928, 3.439)
O (-1.211, -0.694, 4.693)
O (-0.528, -1.063, 2.227)
H (-3.055, -0.937, 0.968)
H (0.542, 1.187, 4.345)

The spin multiplicity is 2. Its energy relative to the best compared isomer or geometry (same formula, charge and spin) is 3.4 kcal/mol. For the orbital gap (alpha / beta), the calculation gives 6.49 / 7.22 eV. The value obtained for the total energy is -73406.212 eV. Its HOMO energy (alpha / beta) is -9.24 / -9.37 eV. Its expectation value of S² is 0.85. The value obtained for the molar mass is 622.55 u.

No. 2
This record from the OMol25 dataset describes a molecular structure, C6H13ClIN3O5P2Yb in a non-equilibrium geometry. The level of theory is the ωB97M-V functional and the def2-TZVPD basis.

Element x y z (Å)
N (-1.799, 1.702, 2.515)
C (-0.900, 0.699, 1.761)
N (-1.339, -0.675, 2.255)
N (0.518, 1.075, 2.119)
C (-1.297, 0.846, 0.182)
C (-0.300, 0.118, -0.883)
P (0.130, 1.489, -2.163)
O (1.513, 1.023, -3.157)
Cl (0.844, 3.264, -1.147)
C (-1.311, -1.011, -1.590)
O (-2.412, -0.833, -2.324)
O (-0.850, -2.405, -1.281)
C (0.627, -2.305, -1.286)
O (1.258, -3.369, -0.487)
I (1.522, -2.475, -3.280)
C (0.851, -0.937, -0.397)
P (2.654, -0.243, -0.216)
O (3.141, -0.490, 1.299)
H (-1.316, 2.641, 2.548)
H (-1.815, 1.368, 3.515)
H (-1.448, -1.250, 1.367)
H (-2.349, -0.518, 2.552)
H (0.760, 0.764, 3.102)
H (0.717, 2.093, 1.988)
H (-1.471, 1.994, -0.094)
H (-2.375, 0.348, 0.061)
H (1.666, 1.713, -3.866)
H (1.561, -4.109, -1.103)
H (0.686, -1.354, 0.708)
H (2.732, 1.191, -0.439)
H (3.508, -0.927, -1.153)
Yb (-3.705, 0.573, -1.107)

The charge is +2. For the orbital gap, the calculation gives 5.46 eV. The value obtained for the total energy is -91849.596 eV. Its HOMO energy is -14.52 eV. The value obtained for the molar mass is 604.53 u.